21
Properties=species:S:1:pos:R:3 method="wB97M-V/def2-TZVPD" gap_ev=9.95 smiles="CC(C)=C(F)C(C)C" e_lumo_ha=0.0365 e_homo_ha=-0.329
C 2.29 0.20 -1.48
C 1.03 -0.27 -0.89
C 0.47 -1.75 -1.16
C 0.34 0.58 -0.17
F 0.70 1.90 -0.05
C -1.20 0.13 0.69
C -0.82 -0.56 1.92
C -1.94 1.51 0.83
H 2.75 -0.50 -2.17
H 3.03 0.46 -0.75
H 2.19 1.12 -2.06
H 1.34 -2.28 -1.59
H -0.36 -1.50 -1.93
H 0.25 -2.24 -0.27
H -1.58 -0.55 -0.06
H 0.14 -0.96 1.57
H -0.54 0.23 2.61
H -1.69 -1.06 2.41
H -1.27 2.32 0.99
H -2.42 1.81 -0.01
H -2.72 1.42 1.57

69
Properties=species:S:1:pos:R:3 method="wB97M-V/def2-TZVPD" gap_ev=7.09 charge=-1 e_lumo_ha=0.0916 e_homo_ha=-0.169
Mg 0.24 -0.66 0.58
Cl -1.93 -7.24 -2.43
C -1.31 -5.79 -1.74
C -2.16 -4.71 -1.51
Cl -3.84 -4.86 -1.85
C -1.66 -3.52 -1.02
Cl -2.70 -2.21 -0.70
C -0.27 -3.32 -0.77
O 0.22 -2.21 -0.42
C 0.54 -4.48 -0.95
Cl 2.20 -4.30 -0.56
C 0.04 -5.67 -1.43
Cl 1.08 -7.03 -1.65
S -1.83 -0.79 4.61
C -1.98 -2.39 3.99
C -1.48 -2.51 2.73
C -0.94 -1.32 2.19
C -1.04 -0.31 3.09
C -0.54 1.00 2.89
C -0.72 2.05 3.80
C -0.24 3.30 3.50
C 0.44 3.49 2.30
C 0.60 2.39 1.46
N 0.13 1.20 1.74
H -2.43 -3.14 4.61
H -1.50 -3.45 2.20
H -1.24 1.86 4.73
H -0.38 4.13 4.18
H 0.83 4.46 2.02
H 1.13 2.46 0.52
C 3.91 -1.10 2.96
C 3.05 -0.79 1.73
O 1.86 -1.05 1.79
C 3.69 -0.21 0.58
C 5.08 -0.05 0.48
C 5.69 0.43 -0.65
C 4.90 0.73 -1.77
C 3.55 0.60 -1.72
C 2.87 0.17 -0.54
O 1.61 0.16 -0.51
H 3.25 -1.46 3.75
H 4.43 -0.21 3.31
H 4.63 -1.88 2.73
H 5.71 -0.32 1.32
H 6.76 0.55 -0.70
H 5.38 1.07 -2.69
H 2.93 0.82 -2.59
C -2.22 3.56 -3.61
C -2.72 2.13 -3.35
N -2.52 1.68 -1.99
C -3.48 2.14 -1.00
C -2.92 3.27 -0.13
C -1.47 0.88 -1.62
C -0.47 0.50 -2.66
N -1.30 0.42 -0.45
H -2.35 3.80 -4.67
H -1.17 3.64 -3.37
H -2.77 4.28 -3.03
H -2.22 1.45 -4.03
H -3.79 2.08 -3.58
H -3.78 1.30 -0.37
H -4.37 2.49 -1.53
H -1.99 2.96 0.34
H -3.63 3.52 0.66
H -2.73 4.16 -0.73
H -0.89 -0.24 -3.33
H 0.36 0.05 -2.12
H -0.12 1.36 -3.23
H -2.00 0.66 0.23

9
Properties=species:S:1:pos:R:3 method="wB97M-V/def2-TZVPD" gap_ev="8.63 / 8.63" e_lumo_ha="-0.0979 / -0.0977" e_homo_ha="-0.415 / -0.415"
C -0.50 -1.40 0.91
O -3.16 1.30 0.80
O -3.37 -1.10 0.37
O -0.61 -0.24 0.08
F -3.14 0.47 -1.56
S -2.77 0.15 0.06
H -1.48 -1.75 0.93
H -0.09 -1.04 1.78
H 0.35 -2.01 0.44

10
Properties=species:S:1:pos:R:3 method="wB97M-V/def2-TZVPD" gap_ev=10.94 smiles="O=C[C@@H]1CN1" e_lumo_ha=0.0345 e_homo_ha=-0.368
O -2.47 0.02 -0.26
C -1.39 0.14 0.23
C -0.14 0.01 -0.57
C 1.03 -0.57 0.05
N 1.01 0.83 -0.22
H -1.23 0.22 1.35
H -0.32 -0.07 -1.66
H 0.88 -0.92 1.07
H 1.78 -1.10 -0.60
H 0.86 1.44 0.61

8
Properties=species:S:1:pos:R:3 method="wB97M-V/def2-TZVPD" gap_ev="9.13 / 6.05" e_lumo_ha="-0.0588 / -0.1194" e_homo_ha="-0.394 / -0.342"
C 0.89 1.00 -0.65
F 1.80 1.41 0.26
F 1.13 -0.22 -1.06
F 1.14 1.73 -1.77
P -1.59 -2.29 1.13
S -0.77 1.00 -0.08
H -1.95 -1.15 0.53
H -0.65 -1.48 1.64

18
Properties=species:S:1:pos:R:3 method="wB97M-V/def2-TZVPD" gap_ev="11.85 / 6.14" charge=+1 e_lumo_ha="-0.1237 / -0.3307" e_homo_ha="-0.559 / -0.556" multiplicity=2
C 1.27 0.48 -0.73
O 2.22 -0.05 -1.71
C 0.18 -0.51 -0.24
C -0.39 0.08 1.18
C -1.38 -0.89 1.75
O -0.79 1.47 0.98
N -0.92 -0.73 -1.15
H 0.82 1.35 -1.12
H 1.82 0.62 0.18
H 0.73 -1.48 -0.17
H 0.58 0.22 1.72
H -2.19 -0.24 2.52
H -1.09 -1.72 2.30
H -2.15 -1.34 1.22
H -1.77 1.42 0.80
H -0.58 -0.54 -2.08
H -1.70 -0.10 -0.93
H 2.49 0.68 -2.29

69
Properties=species:S:1:pos:R:3 method="wB97M-V/def2-TZVPD" gap_ev=7.26 e_lumo_ha=-0.0325 e_homo_ha=-0.299
Mg -0.19 0.18 0.32
N -0.02 -1.92 1.78
C -0.55 -2.88 0.96
C -1.32 -3.94 1.42
C -1.89 -4.85 0.53
C -1.70 -4.73 -0.83
C -0.96 -3.65 -1.34
C -0.75 -3.43 -2.71
C -0.06 -2.32 -3.12
C 0.38 -1.40 -2.16
N 0.22 -1.59 -0.87
C -0.40 -2.70 -0.44
H -0.23 -1.95 2.77
H 0.94 -1.66 1.60
H -1.47 -4.05 2.48
H -2.48 -5.66 0.92
H -2.13 -5.44 -1.51
H -1.15 -4.13 -3.43
H 0.13 -2.12 -4.17
H 0.87 -0.48 -2.45
C 1.05 2.62 -2.80
Si -0.04 3.04 -1.29
C 1.15 3.32 0.18
C -0.95 4.70 -1.66
C -1.25 1.66 -0.82
Si -2.53 1.09 -2.09
C -3.32 -0.57 -1.55
C -1.87 0.87 -3.88
C -3.96 2.35 -2.22
H 1.70 3.46 -3.03
H 0.45 2.43 -3.68
H 1.68 1.76 -2.61
H 1.87 4.11 -0.01
H 1.71 2.41 0.39
H 0.61 3.57 1.08
H -0.25 5.53 -1.70
H -1.69 4.92 -0.91
H -1.45 4.65 -2.63
H -1.85 2.10 -0.02
H -2.60 -1.38 -1.54
H -4.12 -0.85 -2.23
H -3.75 -0.50 -0.56
H -0.90 0.40 -3.91
H -1.78 1.84 -4.37
H -2.56 0.27 -4.46
H -4.38 2.57 -1.25
H -4.77 1.98 -2.84
H -3.62 3.28 -2.65
C -4.95 1.22 5.26
C -4.55 0.25 4.20
C -5.31 -0.87 3.92
C -4.91 -1.76 2.93
Cl -5.84 -3.19 2.66
C -3.78 -1.51 2.18
C -3.03 -0.38 2.43
C -3.38 0.49 3.46
O -2.68 1.58 3.84
C -1.51 1.93 3.13
C -0.44 0.80 3.02
O -0.35 -0.06 3.87
O 0.25 0.88 1.96
H -5.81 0.85 5.82
H -5.20 2.18 4.82
H -4.11 1.38 5.93
H -6.21 -1.07 4.48
H -3.46 -2.21 1.42
H -2.16 -0.19 1.82
H -1.08 2.77 3.68
H -1.75 2.24 2.11

45
Properties=species:S:1:pos:R:3 method="wB97M-V/def2-TZVPD" gap_ev=7.40 charge=+1 e_lumo_ha=-0.1400 e_homo_ha=-0.412
Au 0.31 -0.02 0.47
C 0.42 1.47 5.67
N 0.31 2.36 4.53
C 0.49 3.73 4.56
C 0.34 4.18 3.30
N 0.06 3.08 2.51
C 0.05 1.96 3.27
S -0.25 0.33 2.88
C -0.22 3.17 1.10
C 0.77 3.67 0.26
C 0.45 3.77 -1.09
C -0.80 3.36 -1.51
C -1.70 2.88 -0.58
N -1.42 2.80 0.72
H 0.71 2.06 6.53
H 1.16 0.70 5.47
H -0.54 1.00 5.86
H 0.70 4.26 5.47
H 0.39 5.17 2.88
H 1.73 3.95 0.65
H 1.18 4.16 -1.79
H -1.08 3.42 -2.56
H -2.69 2.56 -0.88
C 1.93 -0.02 -0.50
H 2.60 -0.88 -0.58
H 2.35 0.83 -1.03
C -5.49 -3.21 0.40
C -5.73 -2.00 1.30
C -5.02 -2.16 2.64
C -5.37 -0.69 0.61
N -3.95 -0.62 0.23
C -2.89 -0.28 0.95
N -1.83 -0.43 0.19
N -2.27 -0.88 -1.01
N -3.54 -1.00 -0.99
H -5.84 -4.12 0.89
H -4.43 -3.34 0.19
H -6.01 -3.11 -0.55
H -6.81 -1.92 1.49
H -3.95 -2.30 2.51
H -5.40 -3.04 3.17
H -5.18 -1.29 3.29
H -5.57 0.16 1.25
H -5.92 -0.57 -0.32
H -2.90 0.09 1.96

94
Properties=species:S:1:pos:R:3 method="wB97M-V/def2-TZVPD" gap_ev=6.95 charge=+1 e_lumo_ha=-0.1499 e_homo_ha=-0.405
Be -1.99 0.38 1.23
B 0.74 -0.07 0.55
F -0.14 -0.92 1.25
F 0.15 1.21 0.83
F 2.03 -0.10 0.99
F 0.67 -0.19 -0.84
N 1.62 -4.24 -1.39
C 1.14 -3.55 -0.37
C 0.88 -4.07 0.90
C 1.12 -5.43 1.04
C 1.74 -6.15 0.03
C 1.95 -5.52 -1.19
H 0.79 -2.54 -0.55
H 0.35 -3.51 1.66
H 0.81 -5.88 1.97
H 1.80 -7.22 0.19
H 2.54 -6.03 -1.94
N -2.92 -1.67 0.05
C -4.22 -1.98 0.04
C -4.84 -2.69 -0.97
C -4.04 -3.13 -2.01
C -2.69 -2.81 -2.05
C -2.18 -2.09 -0.99
H -4.77 -1.68 0.93
H -5.91 -2.83 -0.91
H -4.43 -3.77 -2.79
H -2.03 -3.09 -2.86
H -1.13 -1.82 -1.02
N -2.24 1.03 -1.09
C -3.44 0.84 -1.69
C -3.68 1.07 -3.02
C -2.68 1.68 -3.76
C -1.46 1.93 -3.17
C -1.30 1.63 -1.83
H -4.14 0.37 -1.00
H -4.64 0.86 -3.47
H -2.83 1.92 -4.81
H -0.69 2.39 -3.78
H -0.35 1.71 -1.33
N -0.01 -2.01 -4.19
C 0.01 -2.70 -5.33
C 0.80 -2.35 -6.41
C 1.51 -1.16 -6.37
C 1.37 -0.37 -5.23
C 0.63 -0.85 -4.17
H -0.53 -3.64 -5.38
H 0.89 -2.98 -7.28
H 2.22 -0.86 -7.13
H 1.87 0.59 -5.25
H 0.50 -0.32 -3.22
N -2.17 2.77 1.14
C -3.21 3.50 0.71
C -3.32 4.88 0.80
C -2.25 5.58 1.32
C -1.11 4.87 1.70
C -1.15 3.50 1.61
H -4.11 2.94 0.46
H -4.23 5.32 0.42
H -2.31 6.65 1.42
H -0.25 5.40 2.06
H -0.31 2.93 2.00
N -1.03 1.08 3.49
C -1.64 1.92 4.32
C -1.15 2.31 5.55
C 0.06 1.75 5.95
C 0.71 0.84 5.13
C 0.10 0.50 3.94
H -2.55 2.42 4.02
H -1.71 2.94 6.23
H 0.54 1.99 6.90
H 1.63 0.34 5.41
H 0.49 -0.27 3.29
N 2.84 -2.24 4.56
C 3.69 -1.93 5.52
C 5.02 -1.53 5.35
C 5.41 -1.40 4.04
C 4.57 -1.75 2.99
C 3.29 -2.16 3.30
H 3.28 -1.92 6.53
H 5.54 -1.23 6.25
H 6.40 -0.98 3.85
H 4.92 -1.50 2.00
H 2.58 -2.38 2.51
N 1.85 4.64 -0.57
C 1.47 4.71 -1.85
C 1.70 3.73 -2.80
C 2.22 2.51 -2.39
C 2.57 2.39 -1.05
C 2.38 3.47 -0.20
H 1.04 5.68 -2.10
H 1.45 3.87 -3.84
H 2.36 1.66 -3.04
H 2.99 1.47 -0.67
H 2.56 3.34 0.86

40
Properties=species:S:1:pos:R:3 method="wB97M-V/def2-TZVPD" gap_ev=9.03 e_lumo_ha=-0.0141 e_homo_ha=-0.346
O 0.31 1.82 1.58
C 0.80 2.58 0.65
C 2.21 2.78 0.19
C 3.05 1.83 0.81
C 4.34 1.72 0.27
C 4.65 2.66 -0.55
C 3.68 3.44 -1.05
C 2.43 3.56 -0.94
H 1.66 4.20 -1.39
H 4.12 4.18 -2.02
H 5.67 2.96 -0.91
H 4.93 1.34 0.79
H 2.71 1.03 1.52
O -0.14 3.54 0.05
C -1.56 3.22 0.06
H -1.80 2.86 1.34
H -2.02 4.03 0.07
C -2.06 2.13 -0.76
H -2.01 2.75 -1.89
O -1.09 1.20 -0.83
C -1.52 0.09 -0.20
N -0.77 -0.96 -0.26
C 0.55 -1.00 0.30
C 1.45 -1.94 0.09
C 1.33 -2.78 -1.41
O 2.21 -3.75 -1.56
N 0.10 -2.98 -1.78
C -0.86 -1.71 -1.55
O -1.98 -1.86 -2.07
H -0.07 -3.45 -2.49
Br 3.17 -1.92 0.77
H 0.66 -0.42 0.91
C -2.95 0.06 -0.32
Br -3.90 -1.03 1.08
H -3.25 -0.56 -1.27
C -3.32 1.72 -0.40
O -4.28 1.79 -1.60
H -5.16 1.40 -0.92
H -3.72 1.93 0.55
H -1.39 0.48 1.04

53
Properties=species:S:1:pos:R:3 method="wB97M-V/def2-TZVPD" gap_ev=8.49 e_lumo_ha=0.0161 e_homo_ha=-0.296
O -0.69 -1.49 -1.54
C -0.15 -2.54 -1.27
C 1.37 -2.68 -1.19
N 1.93 -1.37 -0.94
C 1.46 -0.71 0.15
O 0.88 -1.28 1.05
C 1.60 0.78 0.09
C 2.75 1.47 0.07
C 4.08 0.90 0.18
C 5.16 1.62 -0.36
C 6.44 1.12 -0.29
C 6.66 -0.09 0.33
F 7.92 -0.59 0.40
C 5.62 -0.81 0.90
C 4.34 -0.31 0.83
N 0.32 1.33 0.00
C -0.04 2.65 -0.03
O 0.76 3.57 -0.01
C -1.51 2.88 -0.12
C -2.46 1.97 0.33
C -3.81 2.26 0.21
C -4.22 3.47 -0.34
C -3.27 4.39 -0.77
C -1.93 4.10 -0.65
O -0.77 -3.68 -1.02
C -2.20 -3.65 -1.02
C -2.79 -2.73 0.02
C -4.06 -2.19 -0.19
C -4.63 -1.37 0.76
C -3.93 -1.05 1.91
C -2.67 -1.57 2.12
C -2.10 -2.42 1.18
H 1.76 -3.09 -2.12
H 1.62 -3.36 -0.37
H 2.24 -0.82 -1.73
H 2.69 2.54 -0.04
H 4.97 2.56 -0.84
H 7.28 1.67 -0.71
H 5.83 -1.75 1.40
H 3.54 -0.85 1.30
H -0.42 0.65 -0.07
H -2.18 1.03 0.79
H -4.54 1.55 0.56
H -5.27 3.69 -0.44
H -3.59 5.33 -1.20
H -1.17 4.80 -0.97
H -2.55 -3.35 -2.02
H -2.49 -4.68 -0.84
H -4.59 -2.43 -1.10
H -5.62 -0.97 0.59
H -4.38 -0.39 2.65
H -2.11 -1.32 3.01
H -1.11 -2.81 1.35

13
Properties=species:S:1:pos:R:3 method="wB97M-V/def2-TZVPD" gap_ev=8.21 smiles="C=C[C@H]1CC1(I)I" e_lumo_ha=-0.0228 e_homo_ha=-0.324
C -0.22 -0.83 2.08
C -0.70 -0.74 0.84
C -0.48 0.22 -0.25
C 0.41 1.39 -0.74
C 0.66 0.10 -1.45
I -0.61 -0.30 -3.14
I 2.75 -0.56 -1.18
H 0.20 -0.12 2.73
H -0.55 -1.75 2.63
H -1.29 -1.42 0.38
H -1.35 0.30 -0.75
H -0.13 2.28 -0.95
H 1.31 1.43 -0.21